13
Properties=species:S:1:pos:R:3 method="wB97M-V/def2-TZVPD" gap_ev=10.37 fmax_ev_per_a=0.5 e_homo_ev=-9.789 e_lumo_ev=0.585 smiles="NC(=O)CCO" total_charge=0 de_lowest_ev=1.225
N -1.403 -1.012 -1.053
C -0.639 0.155 -1.333
O -0.277 0.440 -2.448
C -0.218 0.968 -0.115
C 0.997 0.302 0.536
O 0.606 -0.970 1.032
H -0.746 -1.740 -0.768
H -1.937 -0.826 -0.210
H -1.020 1.026 0.630
H 0.049 1.979 -0.433
H 1.797 0.200 -0.212
H 1.367 0.942 1.350
H 1.389 -1.411 1.385

=====

19
Properties=species:S:1:pos:R:3 method="wB97M-V/def2-TZVPD" gap_ev="5.32 / 6.54" fmax_ev_per_a=2.6 e_homo_ev="-2.154 / -3.622" s_squared=2.00 e_lumo_ev="3.161 / 2.922" multiplicity=3 total_charge=-1 de_lowest_ev=1.783
C -1.621 -0.129 -1.664
Pd 0.077 0.513 -0.871
N 1.678 -0.316 0.397
N 1.218 -0.838 -2.306
H 1.465 -1.174 0.913
H 0.590 1.946 -1.310
H -2.217 0.638 -1.101
H -1.830 -1.203 -1.512
H -1.453 0.228 -2.712
H 1.525 -1.765 -1.983
H 2.017 -0.261 -2.487
H 0.705 -0.973 -3.179
H 2.549 -0.428 -0.121
H 1.772 0.441 1.071
N -0.759 0.510 1.157
C -1.196 0.729 2.231
N -1.770 1.103 3.324
C -1.465 0.653 4.529
N -1.284 0.326 5.625